1.
C32H36BN9O6SW | ωB97M-V/def2-TZVPD

Results
2S+1	2
charge	+1
E_tot	-2675.2572	a.u.
M	869.416	g/mol

Last column: Mulliken spin population.
Element x y z (Å)
W: 0.180 -0.102 0.104  0.81
S: 4.878 -7.954 0.125  0.00
O: 1.334 3.241 -1.945  0.01
O: 0.272 1.537 -0.960  0.01
O: 0.979 -0.343 -2.786  0.01
O: 1.342 -0.498 1.757  0.02
O: 3.139 0.089 2.941  0.00
O: 4.724 -7.730 -2.525  0.00
N: -1.751 -1.428 2.105  -0.01
N: -0.847 0.881 2.723  0.00
N: -1.946 0.433 -0.128  -0.01
N: -2.869 -0.139 4.728  0.00
N: -2.628 0.636 1.035  -0.01
N: -0.246 1.588 1.707  -0.01
N: 2.588 0.369 -0.519  0.01
N: -1.149 -1.744 0.929  -0.01
N: -3.198 0.066 3.430  0.00
C: 3.169 0.033 -1.859  0.00
C: 2.891 -6.235 0.802  0.00
C: 4.476 -5.386 -0.811  0.00
C: -5.054 -0.564 4.448  0.00
C: -1.432 -3.031 0.664  0.00
C: 2.318 -0.823 -2.795  0.00
C: -2.153 -3.561 1.737  0.00
C: 4.027 -6.425 0.010  0.00
C: 5.955 -9.655 -1.762  0.00
C: 1.315 2.304 -1.203  0.00
C: 1.028 3.759 1.564  0.00
C: -3.619 1.501 0.802  0.00
C: 1.088 -1.888 -0.433  -0.01
C: 3.399 -0.177 0.581  0.00
C: 3.753 -4.221 -0.904  0.01
C: -1.177 -3.731 -0.631  0.00
C: -0.515 1.424 3.906  0.00
C: -4.518 -0.221 3.239  0.00
C: -3.972 -0.497 5.360  0.00
C: -3.622 1.837 -0.538  0.00
C: -2.346 -2.513 2.610  0.00
C: 2.605 -0.156 1.895  0.01
C: 5.170 -8.391 -1.638  0.00
C: 1.784 -2.884 -0.308  0.04
C: -2.548 1.150 -1.094  0.02
C: -3.960 -0.814 6.816  0.00
C: 0.415 2.601 2.286  0.00
C: 2.170 -5.067 0.713  0.01
C: 2.524 1.836 -0.395  0.03
C: 0.288 2.515 3.674  -0.01
C: -2.092 1.089 -2.512  0.00
C: 2.564 -4.048 -0.174  0.00
B: -2.104 0.057 2.377  0.09
H: 0.816 3.753 0.499  0.00
H: -4.979 -0.166 2.267  0.00
H: -4.901 -0.531 7.285  0.00
H: 2.338 -1.871 -2.499  0.00
H: -2.944 0.986 -3.181  0.00
H: 3.383 0.969 -2.374  0.00
H: -0.368 -4.456 -0.545  0.00
H: -1.428 0.237 -2.640  0.00
H: 4.096 -3.419 -1.547  0.00
H: 1.294 -4.911 1.329  0.00
H: -6.077 -0.819 4.669  0.00
H: 4.329 0.376 0.714  0.00
H: 3.433 2.329 -0.741  0.00
H: 5.283 -10.503 -1.613  0.00
H: 6.737 -9.708 -1.007  0.00
H: 3.627 -1.223 0.376  0.00
H: 2.582 -7.022 1.477  0.00
H: -1.549 1.996 -2.780  0.00
H: 0.598 4.670 1.977  0.00
H: -3.822 -1.887 6.964  0.00
H: 2.747 -0.732 -3.795  0.00
H: -2.521 -4.568 1.828  0.00
H: 2.362 2.087 0.653  -0.01
H: 0.707 3.191 4.399  0.00
H: 0.534 -0.658 -3.579  0.00
H: -4.303 2.497 -1.046  0.00
H: -0.892 1.002 4.819  0.00
H: -2.079 -4.274 -0.911  0.00
H: 2.105 3.815 1.726  0.00
H: 4.116 -0.486 -1.712  0.00
H: -3.140 -0.299 7.311  0.00
H: -2.878 -2.478 3.547  0.00
H: -4.277 1.830 1.589  0.00
H: -0.927 -3.027 -1.418  0.01
H: 6.379 -9.719 -2.761  0.00
H: 5.402 -5.494 -1.354  0.00

---

2.
C32H36BNO2S | ωB97M-V/def2-TZVPD

Results
2S+1	1
E_tot	-1869.0707	a.u.
M	509.524	g/mol

Last column: Mulliken charge in e.
Element x y z (Å)
S: 0.959 3.407 -0.204  -0.38
O: 1.845 -2.601 0.486  -0.29
O: 2.371 -2.480 -1.799  -0.56
N: -1.994 -0.516 0.223  0.72
C: -1.020 -2.567 -2.702  -0.90
C: 1.373 1.623 1.640  -0.96
C: 0.244 2.215 0.952  1.90
C: -3.888 0.689 1.369  -0.19
C: -1.914 -1.386 -0.863  0.41
C: 2.558 3.110 0.271  0.59
C: -6.062 0.256 0.348  -0.75
C: -3.445 -2.336 -2.510  -0.39
C: -3.236 -1.643 -1.322  -0.16
C: -3.335 -0.228 0.483  0.97
C: -2.318 -2.787 -3.208  -0.98
C: 3.630 -2.613 -1.092  1.54
C: 3.187 -3.137 0.336  1.58
C: 3.730 3.808 -0.300  -1.37
C: 2.611 2.124 1.258  -0.91
C: 3.998 -2.665 1.520  -1.75
C: -1.019 2.644 1.753  -0.18
C: -1.742 2.152 -0.618  -1.42
C: -0.801 -1.896 -1.499  0.35
C: -4.136 -0.923 -0.465  -0.11
C: -5.507 -0.679 -0.535  -0.33
C: 4.504 -3.539 -1.905  -1.86
C: -5.265 0.937 1.286  -1.03
C: -0.951 -0.187 2.349  -2.40
C: -0.883 0.262 0.884  0.36
C: -2.940 5.616 0.260  -1.71
C: -2.269 4.284 0.405  1.29
C: -2.331 3.371 -0.676  -0.86
C: 3.088 -4.661 0.405  -1.98
C: -1.089 1.689 0.609  1.22
C: -1.617 3.941 1.556  -1.72
C: 4.292 -1.233 -1.049  -1.80
B: 1.477 -2.307 -0.790  0.58
H: 4.095 -1.574 1.554  0.23
H: 1.250 0.857 2.395  0.32
H: -2.571 6.319 1.013  0.41
H: -2.877 3.667 -1.575  0.41
H: 2.538 -4.948 1.310  0.48
H: -1.599 4.642 2.394  0.35
H: -1.789 1.454 -1.456  0.48
H: 3.444 4.801 -0.660  0.39
H: -0.163 -2.934 -3.267  0.47
H: 2.572 -5.092 -0.463  0.33
H: 4.079 -4.544 -1.992  0.35
H: 3.564 1.806 1.680  0.39
H: -1.988 -0.310 2.671  0.46
H: 0.024 -0.123 0.408  -0.03
H: -4.465 -2.492 -2.863  0.43
H: 5.301 -1.300 -0.623  0.35
H: -1.006 2.248 2.772  0.41
H: -7.132 0.467 0.312  0.35
H: -2.441 -3.318 -4.152  0.36
H: -0.455 0.478 3.056  0.64
H: -4.030 5.534 0.375  0.28
H: 4.392 -0.847 -2.072  0.49
H: 0.322 -1.763 -1.009  0.42
H: 3.519 -3.001 2.448  0.47
H: -0.461 -1.167 2.399  0.27
H: 4.506 3.904 0.467  0.35
H: 4.635 -3.131 -2.914  0.48
H: -6.099 -1.215 -1.276  0.41
H: 5.495 -3.617 -1.442  0.35
H: -2.750 6.030 -0.736  0.39
H: 5.003 -3.104 1.487  0.39
H: 4.090 -5.104 0.477  0.38
H: 4.149 3.239 -1.138  0.23
H: 3.716 -0.497 -0.468  0.24
H: -3.254 1.221 2.077  0.30
H: -5.719 1.670 1.955  0.42

---

3.
C32H36CeIN4S4 | ωB97M-V/def2-TZVPD

Results
2S+1	2
charge	-2
E_tot	-3825.8448	a.u.
M	871.956	g/mol

Last column: Mulliken spin population.
Element x y z (Å)
Ce: -0.218 0.053 -0.316  1.02
I: -1.030 -1.366 -3.010  0.00
S: 1.999 0.610 -2.115  0.00
S: -3.023 -0.348 0.214  0.00
S: 1.282 -0.480 2.246  0.00
S: -1.497 2.403 -1.392  0.00
N: -1.155 -2.638 0.994  0.00
N: 1.678 2.434 0.297  0.00
N: -1.123 2.253 1.669  0.00
N: 1.767 -2.514 -0.061  0.00
C: -2.608 2.964 -0.166  0.00
C: -4.755 4.008 0.365  0.00
C: -2.103 -2.264 2.012  0.00
C: 5.247 -2.574 1.337  0.00
C: 2.139 -2.830 -1.449  0.00
C: 5.256 1.556 0.976  0.00
C: -3.812 3.571 -0.555  0.00
C: -1.259 1.572 2.960  0.00
C: 4.535 0.503 -1.060  0.00
C: 2.768 -1.333 1.867  0.00
C: -4.005 -1.580 3.941  0.00
C: -3.323 3.270 2.131  0.00
C: 3.984 2.099 1.119  0.00
C: 4.147 -2.799 0.520  0.00
C: -2.123 -2.891 3.255  0.00
C: -3.990 -0.943 2.704  0.00
C: -3.059 -2.553 4.226  0.00
C: 1.333 2.911 1.631  0.00
C: 5.111 -1.735 2.433  0.00
C: -3.041 -1.248 1.715  0.00
C: 1.046 -3.682 0.493  0.00
C: -0.121 3.334 1.749  0.00
C: -2.377 2.821 1.214  0.00
C: 2.984 1.848 0.187  0.00
C: -4.515 3.856 1.723  0.00
C: 2.911 -2.204 0.769  0.00
C: 3.242 1.029 -0.938  0.00
C: 5.530 0.757 -0.123  0.00
C: 1.620 3.561 -0.656  0.00
C: 3.891 -1.126 2.682  0.00
C: -1.858 -3.418 -0.047  0.00
C: -0.037 -3.414 1.518  0.00
H: 1.764 -4.366 0.962  0.00
H: 2.732 -2.018 -1.862  0.00
H: -4.001 3.654 -1.618  0.00
H: -3.037 -3.043 5.194  0.00
H: -0.357 4.064 0.980  0.00
H: 0.610 -4.220 -0.349  0.00
H: 3.770 2.701 1.993  0.00
H: 6.010 1.735 1.735  0.00
H: 0.378 -2.893 2.375  0.00
H: 1.994 3.237 -1.621  0.00
H: -0.227 3.848 2.717  0.00
H: -5.683 4.450 0.020  0.00
H: 1.232 -2.910 -2.043  0.00
H: 5.960 -1.530 3.077  0.00
H: -2.116 -4.416 0.345  0.00
H: -5.245 4.173 2.459  0.00
H: 0.602 3.895 -0.805  0.00
H: -0.382 -4.410 1.847  0.00
H: -4.698 -0.152 2.480  0.00
H: -1.248 -3.517 -0.938  0.00
H: 2.691 -3.779 -1.530  0.00
H: 6.511 0.308 -0.241  0.00
H: -1.385 -3.645 3.495  0.00
H: 1.932 3.799 1.896  0.00
H: 4.269 -3.447 -0.339  0.00
H: 6.200 -3.038 1.103  0.00
H: -2.092 0.876 2.918  0.00
H: -4.743 -1.297 4.685  0.00
H: 4.731 -0.146 -1.907  0.00
H: -2.761 -2.895 -0.344  0.00
H: -0.352 1.020 3.189  0.00
H: -3.145 3.143 3.191  0.00
H: 3.783 -0.441 3.514  0.00
H: 2.246 4.390 -0.281  0.00
H: 1.556 2.122 2.344  0.00
H: -1.420 2.281 3.786  0.00

---

4.
C32H36FeN6O2SbSe5 | ωB97M-V/def2-TZVPD

Results
2S+1	5
charge	-1
E_tot	-15231.1213	a.u.
M	1109.085	g/mol

Last column: Mulliken spin population.
Element x y z (Å)
Sb: 3.896 1.578 -1.808  -0.03
Se: 2.380 0.188 -0.424  0.21
Se: 3.614 1.075 -4.186  0.84
Se: 3.775 4.016 -1.923  0.22
Se: 6.257 1.180 -1.343  0.01
Se: -0.299 -2.589 1.704  -0.01
Fe: 1.209 -0.992 0.570  0.78
O: 0.840 0.223 1.913  0.04
O: -0.286 -0.201 -0.367  0.01
N: 2.704 -1.651 1.651  0.01
N: 1.352 -2.368 -0.810  0.04
N: -0.727 2.356 -1.064  0.22
N: -2.717 -2.942 0.269  0.01
N: -0.376 3.911 1.834  0.17
N: -2.501 -0.935 1.162  0.01
C: 1.747 0.988 2.431  0.05
C: -3.819 -2.206 -0.100  -0.03
C: -0.714 -1.854 -2.007  -0.01
C: 0.421 -2.647 -1.691  -0.01
C: -2.415 -4.284 -0.134  0.01
C: 2.638 -3.013 -0.889  0.00
C: 3.954 1.373 3.351  0.27
C: -2.715 -0.141 -2.993  0.26
C: 4.580 3.551 4.372  -0.01
C: -5.719 -0.271 -0.526  -0.01
C: -2.658 -1.454 -3.428  -0.10
C: 1.407 2.368 2.640  -0.02
C: 0.417 4.790 0.989  -0.02
C: 3.359 -0.861 2.463  -0.03
C: -5.860 -1.537 -1.080  0.00
C: 2.933 -3.069 1.715  0.01
C: -0.293 3.723 -1.294  0.00
C: 3.615 2.687 3.619  -0.10
C: -4.620 0.065 0.252  0.04
C: -3.649 -1.971 -4.433  -0.02
C: -1.785 0.380 -2.062  -0.05
C: 3.076 -3.786 0.358  0.00
C: -4.913 -2.532 -0.882  0.02
C: 3.046 0.502 2.720  -0.03
C: 2.381 3.191 3.226  0.32
C: -1.646 1.751 -1.840  0.35
C: -1.901 -2.143 1.002  -0.01
C: 0.114 2.696 2.215  0.31
C: 0.823 4.151 -0.343  0.08
C: -0.900 -0.565 -1.435  -0.03
C: -3.677 -0.923 0.458  -0.02
C: -1.635 -2.277 -2.987  0.34
H: 4.471 3.367 5.444  0.00
H: 5.604 3.320 4.093  0.00
H: -3.797 -3.042 -4.309  0.00
H: -4.496 1.052 0.669  0.00
H: 1.336 5.053 1.513  0.01
H: -6.723 -1.753 -1.690  0.00
H: 1.459 4.868 -0.869  0.00
H: -0.164 5.701 0.827  -0.01
H: 3.815 -3.269 2.341  0.00
H: -1.164 4.383 -1.204  0.01
H: 3.383 -2.223 -1.091  0.01
H: 4.209 -1.280 3.005  -0.01
H: -1.529 -3.274 -3.395  0.01
H: -0.587 1.870 2.140  0.00
H: -4.610 -1.472 -4.329  0.00
H: 4.129 -4.032 0.201  0.00
H: -2.033 -0.140 1.573  0.00
H: -3.287 -1.802 -5.448  0.00
H: -6.476 0.474 -0.712  0.00
H: -3.457 0.531 -3.396  -0.01
H: 1.445 3.272 -0.129  -0.03
H: 2.506 -4.717 0.406  0.00
H: -2.439 -4.360 -1.224  0.00
H: -2.295 2.427 -2.386  0.03
H: -1.342 3.863 1.538  -0.02
H: 2.141 4.225 3.426  0.03
H: 4.942 1.006 3.587  0.03
H: 0.595 -3.519 -2.325  -0.01
H: -0.007 1.746 -0.680  -0.10
H: -5.008 -3.511 -1.327  0.00
H: 2.057 -3.496 2.251  0.00
H: 4.392 4.605 4.185  0.00
H: 2.663 -3.693 -1.751  0.00
H: 0.098 3.812 -2.319  -0.02
H: -1.411 -4.537 0.217  0.00
H: -3.129 -4.987 0.304  0.00

---

5.
C32H36MnN6O11S | ωB97M-V/def2-TZVPD

Results
2S+1	5
charge	+1
E_tot	-3946.0873	a.u.
M	767.676	g/mol

Last column: Mulliken spin population.
Element x y z (Å)
Mn: -0.403 0.369 0.917  3.96
S: 2.241 -0.753 2.214  0.01
O: -1.983 0.245 -0.213  -0.05
O: -0.283 0.799 -2.481  0.01
O: -0.377 -4.344 -3.645  0.00
O: 0.689 1.434 -0.558  0.05
O: 3.260 -0.410 3.149  -0.01
O: 1.563 -2.014 2.305  0.01
O: -0.447 -1.287 -0.340  0.04
O: -2.067 -5.042 -4.783  0.00
O: -1.648 -1.211 2.184  0.02
O: -6.504 -1.878 -1.690  0.00
O: -6.378 -3.361 -3.242  0.00
N: -1.532 3.702 -0.830  0.00
N: -1.257 1.729 2.136  -0.04
N: 3.021 1.980 -1.585  0.00
N: 1.093 0.450 2.128  -0.08
N: -1.542 -4.326 -3.961  0.00
N: -5.889 -2.554 -2.481  0.00
C: 0.783 1.301 3.265  0.01
C: 3.227 -1.727 -1.592  0.00
C: -2.469 2.199 2.055  0.02
C: 4.540 -1.291 -1.725  0.00
C: 0.671 1.212 -1.828  0.01
C: -2.392 -3.351 -3.280  0.00
C: 5.109 -0.580 -0.664  0.00
C: -2.676 -3.372 2.055  0.00
C: 1.115 2.336 5.375  -0.01
C: -3.526 -2.468 2.961  0.00
C: -0.521 1.863 3.275  0.00
C: -3.789 -1.552 -1.727  0.00
C: 3.089 -0.804 0.637  0.02
C: -3.016 -1.056 2.692  0.01
C: -1.579 -0.859 -0.729  -0.03
C: 1.964 1.668 -2.613  0.01
C: -0.174 2.770 5.457  0.01
C: -1.706 -2.490 -2.458  0.00
C: -1.332 -2.658 2.161  0.00
C: 1.689 2.959 -3.376  0.00
C: -3.084 2.842 3.164  -0.01
C: -2.407 -1.580 -1.661  -0.01
C: 3.009 3.741 -3.272  0.00
C: -3.766 -3.393 -3.334  0.00
C: 3.565 3.333 -1.898  0.00
C: -1.039 2.583 4.357  0.00
C: 1.622 1.596 4.312  0.01
C: 4.419 -0.359 0.520  0.00
C: 2.506 -1.516 -0.416  0.00
C: -4.419 -2.480 -2.530  0.00
C: -2.349 3.038 4.279  0.01
C: 5.345 -1.654 -2.951  0.00
H: -4.376 -0.843 -1.164  0.00
H: -3.023 -0.410 3.568  0.00
H: 5.246 -0.846 -3.693  0.00
H: -4.108 3.224 3.095  0.00
H: -0.833 -2.912 3.086  0.00
H: 1.330 2.761 -4.398  0.00
H: -1.579 2.967 -1.504  0.00
H: 2.786 -2.304 -2.395  0.00
H: 6.170 -0.293 -0.681  0.00
H: 2.268 0.835 -3.241  0.00
H: 1.763 2.589 6.215  0.00
H: 3.265 4.052 -1.122  0.00
H: -0.637 -2.606 -2.363  0.00
H: 2.606 1.189 4.364  0.00
H: -2.001 4.503 -1.256  0.00
H: -0.660 -2.809 1.303  0.00
H: -0.512 3.327 6.311  0.00
H: -2.753 3.547 5.131  0.00
H: -3.026 -3.314 1.015  0.00
H: -3.394 -2.731 4.002  0.00
H: -0.569 3.965 -0.783  0.00
H: 1.536 -1.983 -0.330  -0.01
H: 2.873 4.836 -3.316  0.00
H: 3.723 3.448 -4.036  0.00
H: 0.903 3.513 -2.850  0.00
H: 3.724 1.242 -1.532  0.00
H: 4.910 0.039 1.400  0.00
H: 6.398 -1.749 -2.687  0.00
H: -3.613 -0.593 1.890  0.00
H: -4.602 -2.552 2.753  0.00
H: -2.975 2.025 1.095  0.00
H: 2.479 1.940 -0.698  0.01
H: -4.292 -4.118 -3.926  0.00
H: 4.990 -2.560 -3.431  0.00
H: 4.649 3.271 -1.880  0.00
H: -2.634 -4.429 2.323  0.00

---

6.
C32H36N8O2SZr | ωB97M-V/def2-TZVPD

Results
2S+1	1
charge	+2
E_tot	-2274.4284	a.u.
M	687.985	g/mol

Last column: Mulliken charge in e.
Element x y z (Å)
Zr: -0.464 0.313 -0.236  0.30
S: 2.503 0.559 -1.183  -0.13
O: -1.967 1.680 -0.169  -0.77
O: 0.204 -1.387 -1.031  0.99
N: -0.167 1.230 -2.474  0.90
N: -0.456 1.141 -4.648  -0.06
N: -1.718 -1.551 0.909  0.62
N: 5.050 0.737 -0.574  -0.02
N: -2.100 -0.397 -1.885  0.24
N: 1.071 -1.096 1.826  1.07
N: -2.074 -1.578 -3.797  -0.05
N: 0.123 1.822 1.490  -0.08
C: 0.528 2.259 -3.051  -0.51
C: 2.006 1.001 2.906  -0.58
C: -0.753 0.579 -3.466  -0.66
C: 5.191 3.392 -0.139  -0.51
C: -2.983 -2.386 -2.962  -0.34
C: -4.910 2.768 1.630  -0.50
C: 3.985 2.816 -0.456  -0.46
C: 0.355 2.218 -4.402  -0.78
C: -0.338 -2.477 -1.567  -1.06
C: -2.758 2.129 0.793  0.48
C: -1.677 -0.487 -3.106  0.17
C: -1.596 -4.654 -2.930  -1.15
C: -2.187 2.468 2.035  0.54
C: 0.349 -3.306 -2.362  -0.45
C: -4.358 3.098 2.871  -0.85
C: -2.463 -3.671 -2.220  -0.52
C: -1.790 -2.718 -1.165  2.26
C: 1.593 -2.310 1.164  -1.60
C: 6.254 1.281 -0.280  -0.28
C: -1.899 -2.676 0.324  -1.64
C: -0.763 2.438 2.204  -0.12
C: 1.507 2.057 1.935  -0.54
C: -1.044 -0.865 3.210  0.62
C: -2.782 -1.626 -1.646  -0.25
C: -2.109 -1.479 2.326  -1.52
C: 2.273 -0.346 2.264  -1.18
C: 0.314 -1.524 3.045  -1.51
C: -4.128 2.303 0.590  -0.69
C: -3.002 2.973 3.063  -0.71
C: -0.279 -4.465 -2.985  -0.55
C: 3.884 1.430 -0.682  0.47
C: 6.357 2.617 -0.044  -0.65
H: -4.992 3.471 3.663  0.44
H: 1.119 2.944 -2.473  0.43
H: 0.776 -2.953 0.848  0.45
H: 2.902 -0.205 1.384  0.38
H: -3.653 -1.528 -1.004  0.70
H: 1.320 0.914 3.755  0.22
H: 2.228 -2.873 1.857  0.52
H: -1.837 -1.776 -4.754  0.20
H: 4.991 -0.256 -0.765  0.27
H: -2.553 3.262 4.006  0.45
H: -0.967 0.206 3.042  -0.67
H: 1.391 -3.084 -2.553  0.54
H: -1.377 -0.982 4.244  0.55
H: 7.087 0.594 -0.250  0.44
H: 2.833 -0.975 2.968  0.40
H: -0.807 0.863 -5.551  0.21
H: -3.355 -4.147 -1.808  0.66
H: 0.354 -5.176 -3.500  0.47
H: 1.567 3.045 2.397  0.71
H: 2.169 -2.030 0.285  0.21
H: -0.402 3.024 3.054  0.37
H: 2.951 1.357 3.325  0.62
H: 5.244 4.461 0.022  0.45
H: -2.342 -2.487 2.682  0.60
H: 2.137 2.068 1.052  -0.71
H: -3.968 -2.457 -3.419  0.47
H: 0.190 -2.609 3.017  0.58
H: -2.058 -5.524 -3.379  0.48
H: 3.097 3.421 -0.566  0.39
H: 0.921 -1.318 3.929  0.51
H: -4.551 2.075 -0.378  0.54
H: 0.726 2.847 -5.191  0.42
H: -3.028 -0.889 2.377  0.40
H: -5.974 2.893 1.476  0.44
H: -2.242 -3.543 0.893  0.52
H: 7.315 3.055 0.191  0.44